{"formula": "C19H48N10O24S", "method": "wB97M-V/def2-TZVPD", "charge": 0, "multiplicity": 1, "energy_ev": -95329.7423, "smiles": "CC[C@H]1[C@@H](CCCO)CCOS1(=O)=O.C[N+](=O)[O-].C[N+](=O)[O-].C[N+](=O)[O-].C[N+](=O)[O-].C[N+](=O)[O-].C[N+](=O)[O-].C[N+](=O)[O-].C[N+](=O)[O-].C[N+](=O)[O-].C[N+](=O)[O-]", "homo_energy_ha": -0.3788, "elements": ["C", "C", "C", "C", "C", "C", "C", "O", "C", "C", "O", "S", "O", "O", "H", "H", "H", "H", "H", "H", "H", "H", "H", "H", "H", "H", "H", "H", "H", "H", "H", "H", "C", "N", "O", "O", "H", "H", "H", "C", "N", "O", "O", "H", "H", "H", "C", "N", "O", "O", "H", "H", "H", "C", "N", "O", "O", "H", "H", "H", "C", "N", "O", "O", "H", "H", "H", "C", "N", "O", "O", "H", "H", "H", "C", "N", "O", "O", "H", "H", "H", "C", "N", "O", "O", "H", "H", "H", "C", "N", "O", "O", "H", "H", "H", "C", "N", "O", "O", "H", "H", "H"], "xyz": [[4.43677, -0.08585, -0.64091], [3.05886, 0.17611, -0.03827], [1.98696, 0.94077, -0.84796], [1.04370, 1.75181, 0.08916], [0.32747, 0.81643, 1.08265], [-1.18557, 0.71405, 0.86313], [-1.61401, 0.35990, -0.56500], [-2.81842, 1.05884, -0.89381], [1.81350, 2.88857, 0.77574], [2.40756, 3.84730, -0.24106], [3.28642, 3.14237, -1.16151], [2.55726, 2.07827, -2.08866], [1.40465, 2.69546, -2.67941], [3.58239, 1.53237, -2.91227], [4.93306, 0.82786, -0.95952], [4.39316, -0.75183, -1.50389], [5.07177, -0.54917, 0.11417], [2.60965, -0.80072, 0.16275], [3.19061, 0.64602, 0.93518], [1.38027, 0.20329, -1.37993], [0.29318, 2.23093, -0.54643], [0.50883, 1.16860, 2.10147], [0.75857, -0.18493, 1.02911], [-1.66968, 1.66207, 1.11886], [-1.58163, -0.03507, 1.55228], [-1.81909, -0.71004, -0.64585], [-0.82909, 0.59848, -1.28567], [-2.72986, 1.49631, -1.74731], [2.60171, 2.49339, 1.42081], [1.13215, 3.45956, 1.41395], [3.02914, 4.61413, 0.21479], [1.62594, 4.33113, -0.83115], [5.38030, -1.32366, 3.93747], [4.87954, -0.15580, 3.16100], [5.67029, 0.46862, 2.48807], [3.69306, 0.08961, 3.25255], [6.44226, -1.42290, 3.74959], [5.16306, -1.12836, 4.98314], [4.82178, -2.19400, 3.60464], [-5.12085, -0.07192, 1.15535], [-4.71184, -1.42423, 1.62488], [-3.54721, -1.74958, 1.50806], [-5.57779, -2.13699, 2.09312], [-4.24742, 0.42562, 0.75246], [-5.88604, -0.21556, 0.39808], [-5.54357, 0.44844, 2.01003], [-0.44813, -3.48562, 0.44418], [0.65432, -2.98160, -0.42018], [1.67700, -3.63074, -0.51328], [0.47190, -1.91456, -0.96632], [-0.14297, -4.43150, 0.87337], [-0.61996, -2.73452, 1.21050], [-1.32815, -3.58218, -0.18483], [-7.94684, -4.30313, 2.35661], [-8.40986, -5.38718, 3.26636], [-9.60608, -5.55648, 3.38606], [-7.55253, -6.03331, 3.83066], [-8.82163, -3.82782, 1.93068], [-7.34937, -3.61211, 2.94204], [-7.32265, -4.76450, 1.59764], [8.65602, 1.57897, -1.40830], [8.63598, 0.16161, -0.94919], [9.66603, -0.48220, -1.02268], [7.58084, -0.25438, -0.53200], [9.65457, 1.81338, -1.75620], [7.91537, 1.66599, -2.19800], [8.36211, 2.18953, -0.55983], [-6.94816, 2.10097, -2.69156], [-7.08902, 1.01331, -1.69119], [-7.43290, 1.29939, -0.55858], [-6.84580, -0.11577, -2.06338], [-7.17776, 3.03939, -2.20425], [-5.92301, 2.07162, -3.04767], [-7.64646, 1.88180, -3.49384], [2.69070, -5.41962, 2.02833], [2.80982, -4.49349, 3.18660], [3.79042, -4.57195, 3.89548], [1.90560, -3.69410, 3.32981], [3.54861, -6.08078, 2.01715], [1.76115, -5.96804, 2.15018], [2.64252, -4.78341, 1.15034], [-4.92277, 6.05242, -1.02689], [-4.71627, 5.10200, -2.15505], [-4.49696, 3.93845, -1.88292], [-4.78405, 5.55661, -3.27561], [-4.83360, 5.50075, -0.09931], [-4.16578, 6.82540, -1.11853], [-5.91065, 6.48540, -1.15232], [-11.40138, 0.55060, -1.48920], [-10.37918, 1.19470, -2.35763], [-9.95050, 0.56560, -3.30234], [-10.02717, 2.31571, -2.05293], [-11.60633, -0.43660, -1.88414], [-10.98277, 0.51282, -0.48788], [-12.27989, 1.18853, -1.50185], [12.82897, -1.07815, -1.97463], [13.56357, -0.02136, -2.72320], [14.44661, 0.57739, -2.14552], [13.22227, 0.17252, -3.87162], [13.24241, -1.13221, -0.97506], [11.78070, -0.79580, -1.96112], [12.95933, -2.00743, -2.52080]], "atomic_forces_ev_per_a": [[0.00, 0.04, -0.10], [0.10, -0.21, -0.12], [-0.20, -0.13, 0.37], [0.09, 0.04, -0.04], [-0.02, 0.00, -0.04], [0.00, 0.02, -0.01], [-0.04, -0.13, 0.04], [-0.11, 0.19, -0.09], [-0.01, 0.02, -0.05], [-0.09, -0.06, -0.09], [0.05, 0.23, 0.12], [0.10, -0.10, 0.22], [-0.01, -0.03, -0.08], [-0.04, -0.01, -0.16], [0.01, 0.01, 0.06], [-0.05, 0.06, -0.01], [-0.06, -0.03, -0.03], [0.02, 0.05, 0.09], [-0.01, 0.08, -0.09], [0.09, 0.18, -0.24], [-0.02, -0.06, 0.03], [0.00, -0.08, 0.01], [0.01, 0.05, 0.04], [0.09, 0.03, -0.06], [-0.09, 0.08, 0.03], [0.10, 0.04, -0.01], [-0.06, 0.02, 0.00], [0.04, -0.08, 0.14], [-0.02, 0.03, 0.00], [-0.02, -0.05, -0.01], [0.06, -0.07, 0.02], [0.02, -0.01, 0.02], [0.04, -0.01, -0.06], [-0.04, -0.07, 0.04], [0.03, 0.06, 0.01], [-0.03, 0.05, 0.03], [0.00, 0.01, 0.00], [-0.02, -0.02, 0.00], [-0.01, 0.00, 0.06], [0.10, -0.04, 0.01], [-0.04, -0.04, -0.03], [0.02, -0.01, -0.02], [0.01, 0.03, 0.00], [-0.02, 0.03, -0.04], [-0.01, -0.03, 0.06], [-0.03, -0.04, 0.00], [0.02, -0.05, -0.01], [0.15, 0.19, 0.09], [-0.09, -0.10, 0.02], [-0.07, -0.08, -0.07], [0.00, 0.00, -0.01], [-0.02, 0.01, -0.01], [-0.02, 0.02, 0.02], [-0.03, 0.02, 0.00], [0.00, 0.00, 0.00], [0.00, 0.01, 0.00], [0.00, 0.00, 0.00], [0.01, 0.00, 0.00], [0.01, -0.03, 0.00], [0.02, 0.00, 0.01], [0.04, -0.01, -0.03], [-0.08, 0.07, -0.03], [0.02, 0.01, 0.01], [0.08, -0.09, 0.04], [0.00, 0.00, 0.00], [-0.01, 0.01, 0.01], [-0.01, 0.00, 0.00], [0.03, 0.07, -0.04], [0.03, -0.13, 0.00], [-0.05, 0.11, -0.03], [0.02, 0.02, 0.02], [-0.03, -0.02, 0.01], [-0.01, 0.00, -0.01], [0.01, -0.02, 0.01], [0.11, -0.01, 0.05], [-0.19, 0.03, -0.06], [0.09, 0.03, 0.02], [0.06, -0.02, 0.02], [0.01, 0.03, 0.04], [-0.01, 0.02, -0.01], [-0.04, -0.11, -0.10], [0.01, -0.03, 0.03], [0.03, 0.03, -0.04], [0.03, -0.04, 0.04], [-0.03, -0.01, 0.01], [0.00, 0.00, 0.00], [-0.01, 0.01, -0.01], [0.00, 0.01, -0.01], [0.00, -0.04, -0.02], [0.04, 0.02, 0.02], [0.00, -0.02, 0.00], [-0.07, 0.04, 0.00], [0.00, 0.00, 0.00], [0.00, 0.01, 0.01], [0.01, 0.01, 0.01], [0.00, 0.01, 0.05], [0.00, -0.01, -0.02], [0.00, 0.01, 0.01], [0.00, 0.01, 0.00], [0.01, 0.00, -0.01], [0.00, -0.02, -0.01], [-0.01, 0.01, -0.02]]}


{"formula": "C19H48NO12S5", "method": "wB97M-V/def2-TZVPD", "charge": 1, "multiplicity": 1, "energy_ev": -100710.5433, "homo_energy_ha": -0.4211, "elements": ["C", "C", "S", "C", "C", "C", "C", "N", "C", "H", "H", "H", "H", "H", "H", "H", "H", "H", "H", "H", "H", "H", "H", "H", "H", "O", "S", "O", "O", "C", "C", "C", "H", "H", "H", "H", "H", "H", "H", "H", "O", "S", "O", "O", "C", "C", "C", "H", "H", "H", "H", "H", "H", "H", "H", "O", "S", "O", "O", "C", "C", "C", "H", "H", "H", "H", "H", "H", "H", "H", "O", "S", "O", "O", "C", "C", "C", "H", "H", "H", "H", "H", "H", "H", "H"], "xyz": [[7.05116, -1.84591, 3.22132], [6.56455, -0.46206, 2.82001], [4.94132, -0.45398, 2.02557], [3.90390, -1.36680, 3.18966], [2.46892, -0.95586, 2.89119], [1.57425, -1.89456, 2.05173], [0.19090, -1.23645, 2.20493], [0.35456, -0.25016, 3.37029], [1.56576, -0.75045, 4.09677], [6.99002, -2.52178, 2.37108], [6.47015, -2.25211, 4.04589], [8.08854, -1.79175, 3.54363], [6.53530, 0.21642, 3.66953], [7.22590, -0.04620, 2.06370], [4.18114, -1.07021, 4.20163], [4.04632, -2.43993, 3.08586], [2.51018, -0.01156, 2.33369], [1.62701, -2.85906, 2.54963], [1.84392, -1.95961, 1.00426], [-0.53148, -1.97310, 2.53137], [-0.15534, -0.68597, 1.33894], [0.63490, 0.66416, 3.01617], [-0.49531, -0.12169, 3.91309], [1.93171, -0.04918, 4.83763], [1.30670, -1.71782, 4.52251], [-0.56041, 2.64600, 1.25528], [0.33451, 3.68028, 1.70535], [0.51521, 3.85750, 3.11488], [-0.04189, 5.03633, 1.01852], [-1.42517, 5.49537, 1.09969], [-1.76494, 6.08475, 2.44974], [1.90887, 3.45724, 0.96028], [-2.08273, 4.66801, 0.83312], [-1.49234, 6.24386, 0.31509], [-1.75913, 5.32950, 3.23395], [-2.75990, 6.52637, 2.40539], [-1.04976, 6.86012, 2.72098], [1.77844, 3.32715, -0.11050], [2.34977, 2.56540, 1.40345], [2.52729, 4.32326, 1.17913], [-1.46568, -3.15250, 0.44862], [-2.83176, -3.30467, 0.87943], [-3.20083, -4.45524, 1.63451], [-3.77350, -3.10119, -0.35693], [-3.57706, -3.92253, -1.54498], [-4.14617, -5.31541, -1.39750], [-3.35789, -1.85923, 1.74345], [-2.51467, -3.94487, -1.79298], [-4.09199, -3.37059, -2.32855], [-3.59592, -5.90243, -0.66364], [-4.09185, -5.82619, -2.35819], [-5.18782, -5.26993, -1.08275], [-3.09942, -0.97709, 1.16198], [-2.85755, -1.86301, 2.70988], [-4.43265, -1.92272, 1.88675], [4.03532, 0.42235, -4.10065], [2.64831, 0.15352, -4.31135], [1.70678, 1.22704, -4.24327], [2.19975, -0.98476, -3.28395], [2.57196, -0.78011, -1.90891], [1.70745, 0.26390, -1.23006], [2.40996, -0.75616, -5.79250], [3.63120, -0.52683, -1.85218], [2.44098, -1.75222, -1.43567], [1.87416, 1.24940, -1.66124], [1.93678, 0.31683, -0.16181], [0.65015, 0.02485, -1.35495], [3.10958, -1.58648, -5.80903], [2.60870, -0.06754, -6.61066], [1.38064, -1.10148, -5.82812], [-4.34667, -0.92781, -3.68084], [-3.83822, 0.00561, -2.72344], [-4.60643, 0.31067, -1.55604], [-3.42618, 1.34155, -3.45857], [-4.41763, 1.96943, -4.31797], [-5.48098, 2.71228, -3.53959], [-2.21564, -0.46901, -2.22898], [-4.84676, 1.20872, -4.97021], [-3.83436, 2.64955, -4.93355], [-6.11020, 2.03214, -2.96830], [-6.11336, 3.26468, -4.23416], [-5.02480, 3.41676, -2.84457], [-1.62286, -0.67568, -3.11578], [-2.32177, -1.36318, -1.61723], [-1.78395, 0.34403, -1.64990]], "atomic_forces_ev_per_a": [[-0.01, 0.15, -0.11], [-0.05, -0.30, 0.10], [0.11, 0.06, -0.36], [0.01, 0.10, 0.03], [-0.11, -0.17, -0.44], [0.29, 0.76, 0.44], [0.07, -0.33, 0.46], [0.37, 0.02, -0.15], [0.09, -0.09, -0.32], [0.01, -0.11, 0.00], [-0.06, -0.08, 0.04], [0.08, -0.02, 0.05], [0.07, 0.07, 0.05], [0.01, 0.16, -0.03], [0.00, -0.04, 0.08], [-0.01, -0.08, 0.06], [0.07, 0.21, 0.24], [-0.28, -0.31, -0.37], [0.17, -0.16, -0.02], [-0.28, 0.09, -0.19], [-0.08, -0.02, -0.07], [-0.47, 0.23, -0.18], [-0.01, -0.10, 0.12], [-0.17, 0.14, 0.08], [0.04, 0.08, 0.35], [-0.02, -0.31, 0.20], [0.33, 0.23, -0.29], [-0.10, -0.25, 0.19], [-0.01, -0.06, 0.07], [-0.37, 0.14, -0.02], [0.15, -0.08, 0.06], [0.04, 0.01, -0.12], [0.08, -0.06, 0.01], [0.10, 0.00, -0.02], [-0.01, -0.01, -0.01], [-0.01, 0.01, -0.03], [-0.02, 0.04, -0.02], [0.01, 0.01, -0.01], [0.02, 0.01, 0.00], [-0.01, 0.01, 0.02], [0.16, 0.03, 0.13], [-0.34, 0.41, -0.08], [0.14, -0.19, 0.05], [-0.06, -0.10, -0.10], [-0.01, -0.24, -0.46], [0.00, 0.04, 0.24], [0.08, 0.02, 0.02], [0.04, 0.05, 0.13], [-0.03, 0.09, 0.07], [0.02, 0.01, -0.01], [0.00, 0.03, -0.03], [-0.02, 0.00, -0.05], [-0.04, 0.01, -0.02], [-0.03, -0.02, 0.03], [-0.02, -0.01, 0.00], [0.13, 0.09, 0.00], [-0.07, -0.14, 0.03], [-0.07, 0.10, -0.04], [-0.07, -0.04, -0.02], [0.12, -0.05, 0.41], [-0.10, 0.13, -0.09], [0.01, -0.02, -0.02], [-0.01, 0.04, -0.08], [-0.04, -0.07, -0.14], [0.00, 0.02, 0.01], [0.07, -0.08, -0.02], [0.01, -0.03, 0.04], [0.01, -0.01, 0.00], [0.01, 0.01, 0.00], [-0.01, 0.01, 0.00], [-0.14, -0.12, -0.02], [0.43, 0.13, 0.07], [-0.11, -0.07, 0.12], [-0.09, 0.03, 0.02], [-0.18, 0.13, -0.24], [0.05, -0.08, 0.12], [0.01, -0.04, 0.00], [0.03, -0.06, 0.05], [0.08, -0.01, 0.04], [0.00, -0.01, -0.01], [0.01, 0.01, -0.03], [0.00, 0.03, -0.03], [0.02, 0.02, -0.01], [0.01, 0.00, 0.00], [-0.01, 0.02, 0.00]]}


Orbital gap in eV, matching the order above: 10.11; 8.77